Record 1
The following is a quantum chemistry calculation of a 2-piece molecular cluster, C3H9NO2S overall in a non-equilibrium geometry, from OMol25.

- Multiplicity: 1
- Relative energy (zero: lowest compared OMol25 entry of this formula, charge and spin): 3.820 eV
- Net charge: 0
- Energy: -723.02795 Ha
- HOMO-LUMO gap: 9.8 eV

The geometry in XYZ format:
```
16
Properties=species:S:1:pos:R:3:forces:R:3:lowdin_charge:R:1
S -1.763 -1.663 -1.397 0.7 1.8 1.1 0.66
O 4.460 -3.273 4.556 -1.4 1.3 0.9 -0.11
O -1.201 2.959 0.817 1.4 -2.2 -3.3 0.03
N 1.064 1.216 -1.232 0.6 -1.6 0.4 -0.01
C -1.056 0.146 -1.441 -2.6 0.0 -1.8 -0.46
C -0.226 1.114 -0.530 1.3 -4.1 2.8 -0.46
C -0.767 2.458 -0.241 -1.1 4.0 -0.1 -0.24
H 3.950 -3.215 5.421 1.0 -0.1 -1.7 0.06
H -0.819 0.149 -2.549 0.7 0.6 1.5 0.08
H -0.067 0.685 0.589 -0.6 0.3 -2.4 0.18
H -0.581 3.110 -1.233 -0.7 -0.6 1.9 0.16
H 1.759 1.552 -0.512 -0.5 -1.0 -1.5 0.10
H 1.223 0.181 -1.610 0.4 3.2 1.4 0.13
H -2.043 0.593 -1.501 -0.4 0.2 0.1 0.03
H -0.603 -2.277 -1.393 0.6 -0.5 0.0 -0.20
H 4.155 -2.474 4.050 0.4 -1.2 0.8 0.05
```
Forces are in eV/Å.

---

Record 2
The following is a quantum chemistry calculation of a 2-piece molecular cluster, C3H9NO2S overall in a non-equilibrium geometry, from OMol25.

- Multiplicity: 3
- Relative energy (zero: lowest compared OMol25 entry of this formula, charge and spin): 4.095 eV
- Net charge: 0
- Energy: -722.78917 Ha
- HOMO-LUMO gap (spin up / spin down): 7.4 / 5.6 eV

The geometry in XYZ format:
```
16
Properties=species:S:1:pos:R:3:forces:R:3:lowdin_charge:R:1
S -1.021 2.233 0.826 -0.2 2.0 1.0 0.60
O -1.787 3.337 0.328 0.6 -0.5 -0.2 -0.33
O -1.430 1.715 2.119 0.4 -0.1 -1.1 -0.36
N -0.683 1.192 -0.463 1.4 2.3 1.8 -0.15
C 0.419 0.319 -0.253 -0.4 -1.7 0.1 -0.52
C 0.612 -0.212 1.219 0.1 -0.2 0.1 -0.05
C 0.374 -0.889 -1.193 -0.2 -1.7 0.2 -0.06
H -0.484 -1.562 -1.018 0.1 0.6 0.1 0.08
H 0.419 2.676 1.193 -2.0 -0.8 -1.2 0.18
H 0.365 -0.653 -2.248 0.2 0.3 -0.1 0.08
H -2.031 0.382 -0.104 -2.1 -1.6 0.7 0.12
H 0.024 -1.147 1.219 0.1 0.5 0.6 0.09
H 1.633 -0.465 1.636 -0.7 0.4 -1.4 0.11
H 0.207 0.530 1.919 0.1 -0.8 -0.1 0.02
H 1.103 0.949 -0.708 2.9 0.7 -0.2 0.10
H 1.238 -1.531 -0.938 -0.1 0.5 -0.4 0.09
```
Forces are in eV/Å.

---

Record 3
The following is a quantum chemistry calculation of a 2-piece molecular cluster, C3H9NO2S overall in a non-equilibrium geometry, from OMol25.

- Multiplicity: 2
- Relative energy (zero: lowest compared OMol25 entry of this formula, charge and spin): 3.994 eV
- Net charge: +1
- Energy: -722.68091 Ha
- HOMO-LUMO gap (spin up / spin down): 9.0 / 4.2 eV

The geometry in XYZ format:
```
16
Properties=species:S:1:pos:R:3:forces:R:3:lowdin_charge:R:1
S 1.063 1.659 -3.018 -0.8 -0.9 2.3 1.02
O 1.104 1.179 1.830 -3.2 -2.4 -4.6 0.07
O -0.958 -4.172 3.048 -1.2 -1.9 -1.6 -0.09
N -1.232 0.532 -0.753 -4.3 1.7 -0.8 0.12
C 0.333 0.502 1.059 3.2 3.1 4.7 -0.12
C 0.083 0.496 -0.439 3.0 -0.2 1.2 -0.48
C 0.624 1.688 -1.172 1.3 1.3 -1.4 -0.38
H 1.716 1.766 -0.961 -0.2 0.6 0.8 0.12
H -1.181 -4.586 2.134 1.0 1.7 2.4 0.09
H -0.184 -0.306 1.538 -0.7 -0.7 0.2 0.13
H -0.471 -3.354 3.019 0.2 0.2 -0.7 0.00
H -1.596 1.457 -0.405 -0.3 -1.5 0.2 0.15
H 0.594 -0.452 -0.523 0.2 -0.6 -1.5 0.17
H -1.419 0.665 -1.759 0.1 -1.0 0.5 0.13
H 1.607 0.430 -2.757 0.0 0.5 -0.6 -0.04
H -0.082 2.495 -0.839 1.6 0.1 -0.9 0.13
```
Forces are in eV/Å.

---

Record 4
The following is a quantum chemistry calculation of a 2-piece molecular cluster, C3H9NO2S2 overall in a non-equilibrium geometry, from OMol25.

- Multiplicity: 1
- Relative energy (zero: lowest compared OMol25 entry of this formula, charge and spin): 2.667 eV
- Net charge: 0
- Energy: -1121.24746 Ha
- HOMO-LUMO gap: 9.7 eV

The geometry in XYZ format:
```
17
Properties=species:S:1:pos:R:3:forces:R:3:lowdin_charge:R:1
S -4.018 -0.199 0.361 0.2 -0.5 -0.1 0.48
S 0.294 1.054 -0.188 0.1 -0.3 1.4 0.61
O 0.558 1.667 -1.442 0.5 0.1 -1.0 -0.30
O -1.027 1.304 0.374 1.3 -0.5 0.1 -0.37
N 1.526 1.511 0.836 0.3 1.8 -1.8 -0.08
C 1.699 -1.121 -1.323 -0.4 -1.1 4.0 -0.05
C -0.160 -1.438 0.552 0.2 1.6 -0.3 0.04
C 0.689 -0.755 -0.220 -1.4 0.9 -1.3 -0.36
H -0.748 -0.734 1.162 -0.2 -1.1 0.0 0.05
H -4.782 0.843 0.659 0.0 0.3 0.1 -0.23
H 1.700 -0.422 -2.105 -0.1 0.4 -1.3 0.05
H 2.621 -1.055 -0.734 0.4 0.1 -0.7 0.09
H 1.890 2.505 0.709 -0.9 -2.0 0.6 0.12
H 1.543 -2.190 -1.463 0.1 0.2 -0.9 0.09
H -0.366 -2.490 0.522 0.3 -0.3 0.2 0.07
H 1.422 1.098 1.731 0.1 0.2 1.0 0.05
H -2.841 0.421 0.571 -0.3 0.1 -0.1 -0.26
```
Forces are in eV/Å.

---

Record 5
The following is a quantum chemistry calculation of a 3-piece molecular cluster, C3H9NO2S2 overall in a non-equilibrium geometry, from OMol25.

- Multiplicity: 1
- Relative energy (zero: lowest compared OMol25 entry of this formula, charge and spin): 6.664 eV
- Net charge: 0
- Energy: -1121.10056 Ha
- HOMO-LUMO gap: 4.8 eV

The geometry in XYZ format:
```
17
Properties=species:S:1:pos:R:3:forces:R:3:lowdin_charge:R:1
S -1.307 -1.169 -1.093 1.0 0.9 -1.0 0.31
S -1.533 -0.315 -2.899 1.0 -1.2 -0.4 0.26
O 3.817 -0.106 2.326 -1.0 -1.4 0.7 -0.17
O 1.389 0.606 2.260 -1.7 0.8 -2.2 -0.10
N -1.270 0.328 1.691 0.7 0.3 -3.3 0.07
C -0.469 1.011 0.714 -0.3 2.9 1.9 -0.41
C 0.629 0.371 -0.111 -1.2 -3.3 -3.8 -0.11
C 0.963 1.198 1.148 -0.4 1.9 4.1 -0.37
H 2.787 0.022 2.314 2.0 0.0 0.2 -0.02
H -1.669 -0.380 1.020 0.0 -0.1 2.7 0.00
H -0.644 -1.087 -3.735 -1.1 0.9 1.2 -0.11
H 1.418 2.204 0.964 0.1 -1.0 -0.7 0.18
H 0.911 -0.678 -0.051 0.5 0.2 0.4 0.09
H 0.735 0.787 -1.112 0.4 0.1 0.3 0.09
H -0.587 0.180 2.444 -0.6 -1.3 0.0 0.09
H -0.983 1.838 0.122 0.9 -1.1 0.7 0.17
H 3.987 -0.923 2.868 -0.3 1.3 -0.9 0.03
```
Forces are in eV/Å.

---

Record 6
The following is a quantum chemistry calculation of a 2-piece molecular cluster, C3H9NO3 overall in a non-equilibrium geometry, from OMol25.

- Multiplicity: 1
- Relative energy (zero: lowest compared OMol25 entry of this formula, charge and spin): 1.112 eV
- Net charge: 0
- Energy: -400.18064 Ha
- HOMO-LUMO gap: 10.4 eV

The geometry in XYZ format:
```
16
Properties=species:S:1:pos:R:3:forces:R:3:lowdin_charge:R:1
O -0.857 1.186 2.606 1.3 1.6 -2.0 0.09
O 0.336 2.106 -2.244 0.1 0.2 -1.0 -0.05
O 0.716 1.385 0.901 -2.0 -0.5 1.1 0.06
N -0.652 -0.515 1.140 -0.7 1.2 -0.5 0.04
C -0.228 0.803 1.443 0.5 -3.8 -0.4 -0.55
C -0.012 -1.691 -1.121 -1.6 4.0 2.7 -0.05
C 0.232 -1.451 0.391 -0.5 0.2 1.2 -0.21
H -1.062 -1.586 -1.305 -0.8 -0.5 -0.1 0.07
H 0.655 2.568 -1.483 0.1 0.0 1.3 0.00
H 0.361 -2.569 -1.417 1.4 -3.3 -1.3 0.02
H 0.243 -2.382 1.016 0.0 0.6 -0.8 0.12
H 0.379 -0.840 -1.635 0.7 0.3 -0.6 0.06
H 0.755 2.645 -2.929 -0.3 -0.4 -0.3 0.04
H -0.412 2.056 2.588 -0.7 0.4 1.2 0.12
H 1.144 -0.912 0.588 1.0 -0.5 -0.5 0.10
H -1.598 -0.803 1.461 1.4 0.4 -0.3 0.15
```
Forces are in eV/Å.